Record 1
Below is a molecular structure, C34H28Cl5N3OSTi, with properties calculated with ωB97M-V with the def2-TZVPD basis set.

Its expectation value of S² is 2.06. As for the highest occupied orbital energy (alpha / beta): 0.024 / -0.056 hartree. Its spin multiplicity is 3. As for the calculated total energy: -5100.57134 Ha. Its relative energy (zero: lowest compared OMol25 entry of this formula, charge and spin) is 0.000 eV. Its charge is -2.

Atoms and positions in Å:
Ti1 0.842 -0.978 0.538
S1 4.489 -3.735 -0.381
C1 3.855 -4.465 1.043
C2 2.786 -3.773 1.527
C3 2.403 -2.606 0.777
C4 3.267 -2.486 -0.289
C5 3.168 -1.422 -1.253
C6 4.002 -1.253 -2.349
C7 3.854 -0.173 -3.202
C8 2.826 0.753 -2.899
C9 2.019 0.540 -1.820
N1 2.132 -0.534 -0.979
H1 4.303 -5.363 1.444
H2 2.272 -4.102 2.421
H3 4.783 -1.986 -2.519
H4 4.503 -0.039 -4.058
H5 2.655 1.630 -3.512
H6 1.217 1.218 -1.567
Cl1 3.078 1.631 1.204
C10 2.622 0.719 2.616
C11 1.757 -0.378 2.489
C12 1.515 -1.020 3.704
Cl2 0.553 -2.489 3.719
C13 2.006 -0.609 4.940
Cl3 1.606 -1.444 6.412
C14 2.840 0.501 5.005
Cl4 3.475 1.043 6.525
C15 3.160 1.160 3.822
Cl5 4.221 2.533 3.896
C16 -2.517 1.541 -5.208
C17 -2.260 0.522 -4.131
C18 -1.075 -0.206 -4.081
C19 -0.795 -1.127 -3.084
C20 0.422 -2.000 -3.230
C21 -1.728 -1.311 -2.020
C22 -1.438 -2.073 -0.858
O1 -0.240 -2.365 -0.439
C23 -2.972 -0.611 -2.101
C24 -3.992 -0.743 -1.003
C25 -3.207 0.276 -3.132
H7 -1.657 1.622 -5.875
H8 -2.701 2.534 -4.787
H9 -3.388 1.285 -5.820
H10 -0.332 -0.060 -4.861
H11 0.133 -2.946 -3.706
H12 0.881 -2.245 -2.276
H13 1.168 -1.515 -3.864
H14 -2.265 -2.400 -0.225
H15 -3.575 -0.401 -0.051
H16 -4.308 -1.780 -0.857
H17 -4.877 -0.145 -1.233
H18 -4.143 0.829 -3.138
N2 -0.009 0.581 0.388
C26 -0.452 1.844 0.447
C27 -1.187 2.415 -0.628
C28 -1.664 3.710 -0.569
C29 -1.442 4.514 0.550
C30 -0.721 3.976 1.613
C31 -0.239 2.679 1.573
H19 -1.385 1.788 -1.492
H20 -2.226 4.103 -1.411
H21 -1.814 5.531 0.588
H22 -0.525 4.583 2.493
H23 0.330 2.276 2.403
C32 -2.870 1.098 4.246
C33 -3.331 -0.153 3.501
C34 -2.272 -0.715 2.662
N3 -1.435 -1.145 2.006
H24 -3.689 1.488 4.852
H25 -2.547 1.863 3.545
H26 -2.028 0.868 4.899
H27 -4.184 0.070 2.856
H28 -3.649 -0.928 4.203

Cartesian forces, eV/Å:
-0.39 0.32 -0.22
0.06 -0.07 0.02
-0.02 0.00 0.04
-0.01 0.03 0.03
0.19 -0.13 -0.19
0.01 0.03 -0.11
-0.02 0.01 0.09
0.07 0.02 -0.07
-0.02 -0.01 0.04
0.01 0.03 -0.04
-0.08 -0.02 0.10
0.33 0.02 -0.12
0.00 0.00 -0.01
-0.01 -0.02 0.01
-0.01 0.00 0.01
0.00 0.00 0.00
0.00 0.00 0.00
0.01 0.03 -0.04
-0.05 -0.10 -0.09
-0.04 0.05 -0.06
0.17 0.18 0.50
-0.05 -0.17 0.00
0.04 0.01 0.01
0.07 0.09 0.10
0.00 0.00 -0.03
-0.03 -0.03 -0.03
0.00 0.00 -0.01
0.02 0.00 0.12
-0.01 -0.01 0.01
0.00 0.03 -0.03
-0.01 -0.01 0.02
0.02 -0.01 -0.01
0.01 0.01 -0.03
0.07 -0.01 0.01
-0.05 0.03 0.03
-0.10 -0.04 -0.11
-0.10 0.00 0.22
0.01 -0.01 0.00
-0.01 -0.03 0.00
-0.03 -0.03 -0.03
0.00 -0.01 0.00
0.00 0.00 0.01
0.00 -0.01 0.01
0.00 0.01 0.01
0.00 -0.01 0.01
-0.08 -0.01 -0.17
-0.01 -0.01 -0.01
-0.02 0.10 0.03
0.03 0.01 0.00
-0.01 0.00 -0.01
0.01 0.00 0.01
0.01 0.01 0.00
0.26 -0.25 -0.01
-0.11 -0.07 -0.07
-0.06 -0.04 0.01
-0.01 0.03 0.02
-0.01 0.02 -0.03
-0.02 -0.01 0.05
-0.02 0.04 0.07
0.03 0.02 -0.01
0.00 0.00 0.00
0.00 0.00 0.00
0.00 0.00 -0.01
-0.02 0.00 0.00
0.03 -0.01 0.08
0.02 -0.05 -0.06
0.03 -0.04 -0.12
-0.17 0.00 0.19
0.03 0.01 -0.01
0.03 0.07 -0.07
-0.02 0.00 -0.01
0.02 0.01 0.00
0.00 0.01 -0.01

=====

Record 2
Below is 2 unconnected molecules or ions with the total composition C7H13BrO at a distorted geometry, with properties calculated with ωB97M-V with the def2-TZVPD basis set.

As for the highest occupied orbital energy: -0.318 hartree. As for the calculated total energy: -2923.68596 Ha. Its relative energy (zero: lowest compared OMol25 entry of this formula, charge and spin) is 0.000 eV. As for the SMILES: CC(C)=CBr.C=C(C)O. Its charge is 0.

Atoms and positions in Å:
C1 -2.244 -0.988 -2.095
C2 -0.866 -1.327 -1.540
C3 -0.858 -2.515 -0.629
C4 0.198 -0.512 -1.710
Br1 0.327 1.064 -2.668
H1 -2.256 -0.301 -2.993
H2 -2.922 -0.397 -1.396
H3 -2.905 -1.880 -2.343
H4 -1.865 -2.945 -0.716
H5 -0.100 -3.200 -1.012
H6 -0.619 -2.094 0.286
H7 1.155 -0.774 -1.289
C5 0.177 0.554 1.891
C6 1.326 1.254 1.952
C7 1.494 2.674 1.493
O1 2.487 0.568 2.389
H8 -0.621 1.055 1.351
H9 0.315 -0.452 2.369
H10 2.503 2.843 0.959
H11 0.713 2.930 0.834
H12 1.346 3.389 2.348
H13 3.214 1.055 2.520

Cartesian forces, eV/Å:
-1.72 0.91 -0.75
-0.73 2.14 -1.10
-0.25 -0.21 -2.61
-0.64 -1.99 0.63
-0.29 0.63 -0.45
0.42 -0.93 0.76
1.12 -0.71 -0.20
1.20 0.79 0.18
0.55 -0.20 0.61
-0.06 -0.29 0.51
0.33 -0.03 2.28
0.08 -0.06 0.20
2.33 0.12 0.62
0.73 -0.82 -0.18
1.86 0.37 0.81
-5.58 -2.60 -0.85
-0.36 -0.73 0.48
-1.12 0.88 -0.89
-1.56 -0.16 0.96
-0.87 0.15 -1.04
0.65 -0.62 -0.60
3.90 3.38 0.62

=====

Record 3
Below is a molecular structure, C25H33Br2N6O5PRhS, with properties calculated with ωB97M-V with the def2-TZVPD basis set.

As for the highest occupied orbital energy: -0.423 hartree. As for the calculated total energy: -7675.20260 Ha. Its charge is +1.

Atoms and positions in Å:
Rh1 0.337 0.204 2.022
Br1 -5.712 -1.178 3.372
C1 -3.965 -0.501 3.358
C2 -3.738 0.826 3.026
C3 -2.425 1.257 2.951
N1 -1.399 0.464 3.248
C4 -1.628 -0.812 3.630
C5 -2.902 -1.341 3.666
C6 -0.396 -1.558 4.010
C7 -0.415 -2.690 4.791
C8 0.798 -3.273 5.144
Br2 0.810 -4.821 6.195
C9 1.984 -2.700 4.730
C10 1.921 -1.567 3.937
N2 0.767 -1.014 3.579
H1 -4.553 1.495 2.797
H2 -2.176 2.261 2.634
H3 -3.075 -2.377 3.917
H4 -1.347 -3.109 5.140
H5 2.941 -3.123 4.993
H6 2.819 -1.090 3.575
C11 2.037 -2.968 -5.356
C12 1.900 -2.695 -3.885
C13 0.652 -2.509 -3.300
C14 0.525 -2.248 -1.944
C15 1.667 -2.196 -1.162
C16 2.927 -2.395 -1.716
C17 3.035 -2.630 -3.074
S1 1.544 -1.886 0.559
O1 2.499 -2.743 1.209
O2 0.122 -1.995 0.940
N3 1.789 -0.337 0.828
C18 3.029 0.355 1.112
C19 2.646 1.703 1.744
O3 3.359 2.667 1.682
O4 1.482 1.730 2.399
H7 1.065 -3.103 -5.828
H8 2.629 -3.866 -5.531
H9 2.545 -2.142 -5.856
H10 -0.238 -2.578 -3.915
H11 -0.446 -2.102 -1.489
H12 3.807 -2.385 -1.086
H13 4.013 -2.785 -3.511
H14 3.619 0.542 0.215
H15 3.667 -0.180 1.826
C20 -0.616 0.691 -3.361
N4 -0.017 1.088 -2.098
C21 1.440 1.176 -2.121
P1 -0.828 1.798 -0.863
O5 -0.490 1.239 0.482
N5 -2.435 1.560 -1.112
C22 -3.268 2.463 -1.888
C23 -3.040 0.270 -0.814
N6 -0.452 3.391 -0.873
C24 -0.390 4.189 0.346
C25 -0.162 4.129 -2.093
H16 -0.175 -0.251 -3.690
H17 -0.441 1.439 -4.143
H18 -1.687 0.547 -3.250
H19 1.869 0.186 -2.295
H20 1.811 1.549 -1.168
H21 1.776 1.852 -2.913
H22 -2.753 3.404 -2.063
H23 -4.191 2.678 -1.345
H24 -3.538 2.029 -2.857
H25 -2.367 -0.331 -0.204
H26 -3.270 -0.286 -1.730
H27 -3.975 0.417 -0.267
H28 -0.424 3.542 1.218
H29 -1.207 4.916 0.387
H30 0.558 4.728 0.377
H31 -0.167 3.468 -2.957
H32 0.823 4.596 -2.023
H33 -0.900 4.919 -2.261

Cartesian forces, eV/Å:
-0.01 -0.12 -0.17
0.01 0.01 0.01
-0.03 -0.01 -0.01
0.03 -0.02 0.03
-0.02 0.03 0.10
0.02 -0.41 -0.61
0.06 0.23 0.23
-0.01 -0.01 0.15
0.01 0.05 0.02
0.03 -0.02 0.06
-0.05 -0.01 0.02
0.00 0.00 0.00
0.01 0.04 0.00
0.06 0.11 0.04
-0.19 -0.07 -0.13
0.00 0.00 0.00
0.01 -0.02 -0.05
-0.01 0.00 0.00
0.01 0.00 0.01
0.00 0.00 0.01
0.00 -0.03 -0.04
0.00 0.00 -0.01
0.01 0.00 0.00
0.04 -0.09 0.03
0.00 -0.02 0.02
-0.03 0.00 0.01
0.00 -0.01 0.01
-0.01 0.01 -0.01
0.01 -0.09 0.16
-0.04 0.04 0.03
-0.04 0.09 0.07
0.12 0.19 -0.22
-0.02 -0.10 0.05
-0.08 0.05 0.08
0.05 -0.02 -0.01
0.04 -0.12 0.15
0.00 0.00 0.00
0.00 0.00 0.00
0.00 0.00 0.00
0.00 -0.03 0.00
0.00 -0.01 0.01
-0.01 0.00 0.00
0.00 0.00 0.00
-0.01 0.03 -0.01
0.04 0.01 -0.05
-0.01 0.03 -0.04
0.00 -0.02 0.01
0.03 0.00 -0.04
0.13 0.12 0.02
-0.07 -0.01 0.13
-0.05 0.07 0.03
-0.01 0.00 -0.02
0.01 0.01 -0.02
0.05 -0.06 -0.08
-0.03 0.00 0.03
0.00 0.01 -0.01
-0.03 0.13 0.01
-0.01 0.01 0.00
-0.01 0.01 -0.01
0.01 0.07 -0.02
-0.01 0.00 -0.01
-0.01 0.01 -0.01
0.01 0.00 0.01
0.00 -0.01 0.00
0.01 0.00 -0.01
0.00 0.00 0.01
-0.01 0.00 0.01
0.01 -0.01 0.00
0.00 -0.01 0.01
0.00 -0.01 0.00
0.00 0.00 0.00
-0.02 -0.01 0.00
0.00 0.00 0.00
0.00 0.00 0.01